(1)
Entry from the Open Molecules 2025 dataset: C5H13NO2 in the gas phase (the ωB97M-V functional and the def2-TZVPD basis).

Cartesian coordinates (Å):
1 C 0.299 0.048 0.267
2 O -3.445 0.290 0.724
3 H 2.996 0.173 -0.589
4 H -3.525 0.224 -0.238
5 N 0.557 1.408 -0.201
6 H 1.366 1.798 0.265
7 H 0.911 -1.993 -0.009
8 O -1.581 0.065 -1.299
9 H -1.371 1.000 -1.424
10 C -2.087 0.513 1.002
11 H 0.465 0.029 1.349
12 H 0.762 1.391 -1.197
13 C 2.673 -0.774 -0.160
14 C 1.186 -1.013 -0.402
15 C -1.194 -0.258 0.019
16 H 3.260 -1.566 -0.616
17 H -1.846 1.585 0.924
18 H -1.382 -1.331 0.122
19 H 0.977 -1.014 -1.475
20 H -1.909 0.184 2.028
21 H 2.886 -0.759 0.908

multiplicity	1
energy above the lowest of the compared OMol25 structures with the same formula, charge and spin	24.1	kcal/mol
highest occupied orbital energy	-9.402	eV
total charge	0
orbital gap	10.26	eV
max |F|	0.966	eV/A

=====

(2)
Entry from the Open Molecules 2025 dataset: 2 unconnected molecules or ions with the total composition C3H7N3 at a distorted geometry (the ωB97M-V functional and the def2-TZVPD basis).

Cartesian coordinates (Å):
1 H 0.290 1.064 1.798
2 C -0.142 0.601 -0.375
3 N -2.986 -1.902 0.217
4 H -2.828 -2.932 0.110
5 H -1.112 1.175 -0.264
6 H 0.977 -0.458 1.259
7 N -0.315 -0.447 -1.322
8 C 0.193 0.200 1.100
9 H -0.631 -0.414 1.520
10 H 0.278 -1.744 -0.075
11 N -0.047 -1.609 -1.064
12 H 0.579 1.312 -0.869
13 C -3.078 -0.811 0.628

multiplicity	1
energy above the lowest of the compared OMol25 structures with the same formula, charge and spin	74.8	kcal/mol
highest occupied orbital energy	-9.031	eV
total charge	0
orbital gap	10.09	eV
max |F|	2.705	eV/A

=====

(3)
Entry from the Open Molecules 2025 dataset: a molecular structure, C21H29Cl3N4RuSb at a distorted geometry (the ωB97M-V functional and the def2-TZVPD basis).

Cartesian coordinates (Å):
1 H -3.962 -0.766 -1.004
2 C -2.621 1.049 3.613
3 C 3.441 -0.570 1.335
4 H -2.672 1.875 -1.631
5 Cl 0.584 4.080 -3.612
6 Sb -0.916 0.189 2.619
7 N -1.975 -0.082 -1.337
8 C -1.542 -2.917 -3.761
9 H 3.417 2.410 1.021
10 Ru -0.431 1.003 0.124
11 H 1.457 -0.271 3.868
12 C -0.516 3.930 -1.274
13 H 3.211 -3.954 1.286
14 H -1.545 1.266 -2.889
15 H 1.540 -2.856 -2.381
16 C -1.439 -1.210 -2.068
17 C 2.378 -0.250 0.509
18 C -0.108 -1.611 -1.757
19 H -2.220 -2.203 2.280
20 H -3.235 0.728 -2.851
21 H -2.771 -1.242 0.224
22 C -2.142 -1.888 -3.042
23 C 3.757 -1.900 1.592
24 C -2.377 1.005 -2.231
25 H 4.052 0.210 1.759
26 H -3.364 0.447 0.143
27 C 1.609 -1.297 -0.087
28 H -0.484 -2.480 2.529
29 H -3.545 0.690 3.163
30 C 2.987 -2.926 1.050
31 C -1.346 -1.904 2.851
32 H -3.166 -1.633 -3.265
33 H 3.439 1.503 -1.300
34 C 0.576 0.293 4.167
35 H 0.844 1.324 4.377
36 H -2.113 -3.432 -4.519
37 H 2.232 1.725 2.161
38 H -2.589 0.750 4.654
39 H 0.148 -0.150 5.061
40 H 1.949 0.756 -1.904
41 N -0.549 3.144 -0.431
42 H 1.294 -3.412 -0.175
43 N 0.510 -0.921 -0.781
44 H 4.606 -2.131 2.216
45 C 2.350 1.473 -1.182
46 C 2.374 2.100 1.149
47 H -1.538 -2.092 3.903
48 H 1.948 2.465 -1.400
49 Cl -2.052 5.220 -2.986
50 C -0.216 -3.259 -3.526
51 H 0.265 -4.004 -4.141
52 H 1.745 2.983 1.011
53 C -3.081 -0.436 -0.443
54 Cl 0.387 6.353 -1.751
55 N 1.989 1.079 0.182
56 C -0.420 4.870 -2.343
57 H -2.580 2.134 3.551
58 C 1.930 -2.634 0.216
59 C 0.498 -2.624 -2.538

multiplicity	6
energy above the lowest of the compared OMol25 structures with the same formula, charge and spin	0.0	kcal/mol
<S²>	8.81
highest occupied orbital energy (alpha / beta)	-13.604 / -14.447	eV
total charge	+2
orbital gap (alpha / beta)	8.06 / 6.42	eV
max |F|	2.116	eV/A

=====

(4)
Entry from the Open Molecules 2025 dataset: C2H6O2 in the gas phase (the ωB97M-V functional and the def2-TZVPD basis).

Cartesian coordinates (Å):
1 O -1.407 1.347 -0.425
2 H -0.738 -0.464 -1.225
3 C 1.053 -1.032 0.967
4 H 0.806 -1.772 0.175
5 O 0.623 0.330 0.016
6 H 0.650 1.008 0.711
7 H -1.226 -0.428 0.512
8 H 2.141 -0.890 0.825
9 H -1.129 1.768 -1.248
10 C -0.773 0.132 -0.308

multiplicity	1
energy above the lowest of the compared OMol25 structures with the same formula, charge and spin	100.9	kcal/mol
highest occupied orbital energy	-7.754	eV
total charge	0
orbital gap	8.21	eV
max |F|	0.457	eV/A

=====

(5)
Entry from the Open Molecules 2025 dataset: 4 unconnected molecules or ions with the total composition C9H22BNO6 (the ωB97M-V functional and the def2-TZVPD basis).

Cartesian coordinates (Å):
1 H -4.723 -0.199 3.911
2 H 2.252 -0.789 -2.153
3 O 0.015 0.169 0.834
4 H -3.587 0.470 1.795
5 C -0.078 1.393 1.529
6 O 4.679 -2.501 0.646
7 H 1.024 1.143 -2.879
8 H 3.749 -1.804 -2.102
9 H 0.168 0.523 3.485
10 H 0.355 2.759 -4.673
11 C 3.425 -2.623 0.861
12 C 1.551 2.086 -3.007
13 O 1.532 -4.237 -2.994
14 H -0.244 3.300 -3.092
15 C -4.197 -0.432 1.836
16 H 3.565 -0.426 -1.051
17 H -3.840 -2.319 2.090
18 C 1.480 -3.797 -1.877
19 H -5.826 -1.235 3.008
20 H -1.510 0.731 3.002
21 H -0.846 -0.264 0.846
22 H -0.562 2.144 3.514
23 C -0.519 1.194 2.970
24 H 1.576 -1.316 0.294
25 H 1.840 2.435 -2.011
26 H 0.918 1.836 1.488
27 H 1.182 4.062 -3.820
28 C 0.654 3.112 -3.685
29 H -5.897 0.522 2.791
30 N 1.417 -3.357 -0.774
31 H -0.780 2.074 1.017
32 C -5.225 -0.324 2.951
33 O -3.309 -1.518 2.055
34 B 2.331 -2.078 -0.270
35 O 2.714 1.819 -3.779
36 O 2.952 -3.113 1.937
37 C 3.013 -1.253 -1.509
38 H -4.693 -0.555 0.866
39 H 3.199 2.644 -3.870

multiplicity	1
energy above the lowest of the compared OMol25 structures with the same formula, charge and spin	0.0	kcal/mol
highest occupied orbital energy	1.326	eV
total charge	-2
orbital gap	2.73	eV
max |F|	0.814	eV/A

=====

(6)
Entry from the Open Molecules 2025 dataset: 2 unconnected molecules or ions with the total composition C3H2ClF at a distorted geometry (the ωB97M-V functional and the def2-TZVPD basis).

Cartesian coordinates (Å):
1 H -2.574 0.826 1.636
2 C -0.687 0.413 0.533
3 C -1.708 0.846 1.068
4 F 2.124 -0.138 0.157
5 Cl 0.716 -1.996 -1.051
6 C 1.122 -0.294 -0.695
7 H 1.006 0.343 -1.647

multiplicity	1
energy above the lowest of the compared OMol25 structures with the same formula, charge and spin	83.3	kcal/mol
highest occupied orbital energy	-9.911	eV
total charge	0
orbital gap	9.05	eV
max |F|	3.817	eV/A

=====

(7)
Entry from the Open Molecules 2025 dataset: 4 unconnected molecules or ions with the total composition C2H12O3S at a distorted geometry (the ωB97M-V functional and the def2-TZVPD basis).

Cartesian coordinates (Å):
1 H -0.181 -0.973 1.907
2 O 0.569 -1.555 1.668
3 C 1.064 2.055 0.692
4 H 1.094 1.094 0.194
5 H 1.608 -2.483 -0.372
6 H -1.877 1.824 0.221
7 S 0.186 3.200 -0.452
8 H 1.376 -1.035 1.624
9 H 0.050 -3.864 -1.618
10 C -1.578 2.791 -0.191
11 O -0.869 -4.051 -1.925
12 H 0.577 1.959 1.638
13 H -2.097 2.720 -1.155
14 H 0.239 -1.962 -0.959
15 H -1.977 3.626 0.369
16 H -1.390 -3.662 -1.217
17 O 1.146 -2.203 -1.162
18 H 2.060 2.519 0.740

multiplicity	1
energy above the lowest of the compared OMol25 structures with the same formula, charge and spin	22.8	kcal/mol
highest occupied orbital energy	-8.734	eV
total charge	0
orbital gap	8.88	eV
max |F|	1.676	eV/A

=====

(8)
Entry from the Open Molecules 2025 dataset: 2 unconnected molecules or ions with the total composition C7H14N3O at a distorted geometry (the ωB97M-V functional and the def2-TZVPD basis).

Cartesian coordinates (Å):
1 N 0.996 -0.727 0.435
2 H -2.562 0.110 -2.135
3 H -1.030 -0.241 0.914
4 H 0.579 -2.163 1.925
5 C -3.726 1.803 -1.318
6 H -1.436 3.672 -0.174
7 N -3.338 2.950 -0.684
8 H 0.495 2.157 -0.923
9 N -1.535 1.774 -1.200
10 O 0.248 0.440 -2.002
11 C -2.056 2.919 -0.615
12 H 2.357 -0.412 2.011
13 H 3.102 -0.914 0.483
14 H 1.530 -2.775 0.557
15 H -4.762 1.597 -1.494
16 H -0.455 0.064 -2.552
17 C -2.637 1.058 -1.643
18 C 0.708 -2.118 0.842
19 H 0.208 0.905 1.591
20 C 2.320 -0.303 0.928
21 H 1.037 -0.710 -0.607
22 H -0.206 -2.467 0.365
23 C -0.227 1.391 -1.175
24 H 2.498 0.738 0.671
25 C -0.056 0.208 0.815

multiplicity	1
energy above the lowest of the compared OMol25 structures with the same formula, charge and spin	71.0	kcal/mol
highest occupied orbital energy	-12.211	eV
total charge	+1
orbital gap	8.77	eV
max |F|	3.493	eV/A

=====

Number 3 is which compound? C21H29Cl3N4RuSb